No. 1
ORCA calculation (the ωB97M-V functional and the def2-TZVPD basis) on a structure of composition C4H12Be2O6Ti2 at a distorted geometry.

```
26
Properties=species:S:1:pos:R:3:mulliken_spin:R:1
Ti 1.9467 1.5961 -0.7982 1.410
Ti -0.6983 2.7594 0.1210 2.552
Be -1.0701 1.0791 -2.2097 0.305
Be -2.0189 0.4339 0.8065 0.307
C 0.0701 0.7217 -0.2777 1.091
O 0.4178 1.5230 -1.1235 0.116
O -0.1912 1.0484 0.9067 0.101
O -0.7622 -0.0634 -0.8046 -0.089
C -1.0908 -1.5327 -2.2513 0.012
O -1.7340 -0.4835 -2.9027 -0.018
H -1.5054 -2.4899 -2.5676 0.007
H -0.0069 -1.5662 -2.3616 0.006
H -1.3092 -1.4500 -1.1866 0.022
H -1.9816 -0.7227 -3.7988 0.005
C 1.8811 1.0236 1.4843 0.062
O 2.6333 1.7896 0.5675 0.048
H 2.5893 0.9370 2.3083 0.000
H 1.1973 1.7154 1.9762 0.007
H 1.5613 0.0726 1.0582 -0.060
H 3.5503 1.9020 0.8287 0.008
C -0.2962 -1.3690 1.5149 0.048
O -1.6611 -0.9982 1.7904 0.075
H 0.5549 -0.8567 1.9636 -0.006
H -0.0426 -2.3462 1.9259 0.001
H -0.1230 -1.2470 0.4457 -0.004
H -1.9107 -1.4763 2.5845 -0.004
```

Computed properties:
⟨S²⟩	12.009
total charge	+4
multiplicity	7
DFT total energy	-2337.1526	a.u.

***

No. 2
ORCA calculation (the ωB97M-V functional and the def2-TZVPD basis) on a structure of composition C4H12ClGaHfNO at a distorted geometry.

```
21
Properties=species:S:1:pos:R:3:lowdin_charge:R:1
N 2.1246 -1.6508 0.0449 0.056
Ga 1.9031 0.1524 -0.3667 0.003
Cl 1.6881 0.6485 -2.3955 0.433
C 0.4781 0.9317 0.9506 -0.216
C -0.9625 1.0669 0.6094 -0.170
C -1.5700 0.4246 -0.6729 -0.110
C -1.5821 -1.0921 -0.6617 -0.222
O -1.9920 -1.5500 0.5756 0.071
H 1.3098 -2.2511 0.0849 0.040
H 2.8145 -2.0856 -0.5680 0.065
H 3.2438 1.1363 0.2126 -0.004
H 0.8552 1.9611 1.2343 -0.134
H 0.5868 0.3772 1.8836 0.137
H -1.5282 0.6630 1.4473 0.156
H -1.2121 2.1215 0.5503 0.143
H -2.6113 0.7236 -0.6505 0.149
H -1.1869 0.8224 -1.6022 0.109
H -2.3885 -1.3141 -1.3844 0.187
H -0.6986 -1.5896 -1.0528 0.119
H -1.4815 -2.3011 0.8935 0.136
Hf 2.2099 2.8051 0.8676 2.052
```

Computed properties:
total charge	+3
multiplicity	1
DFT total energy	-2721.0342	a.u.

***

No. 3
ORCA calculation (the ωB97M-V functional and the def2-TZVPD basis) on a cluster of 3 separate species, C4H12ClO2S2 in total at a distorted geometry.

```
21
Properties=species:S:1:pos:R:3:nbo_charge:R:1
Cl -3.2825 0.7016 -3.6657 -1.000
C -1.4638 -4.0207 0.5236 -0.785
S -0.5246 -3.1046 1.9195 1.172
O -1.0214 -1.6818 1.9094 -0.941
C -0.9456 -4.0771 3.3894 -0.830
H -1.7426 -3.4229 -0.3442 0.271
H -2.3026 -4.5676 0.9542 0.212
H -0.7313 -4.7586 0.1964 0.209
H -1.9716 -3.9310 3.7271 0.231
H -0.2649 -3.8118 4.1983 0.236
H -0.7053 -5.0911 3.0698 0.225
C 1.4654 5.0589 -2.0026 -0.833
S 1.5834 4.0138 -0.4919 1.159
O 0.2029 3.6762 0.1167 -0.938
C 1.8042 2.4929 -1.5345 -0.785
H 0.5351 5.0303 -2.5698 0.255
H 2.2067 4.7834 -2.7528 0.222
H 1.6692 6.0879 -1.7066 0.215
H 2.5779 2.6541 -2.2852 0.206
H 0.7992 2.2168 -1.8535 0.276
H 2.1120 1.7511 -0.7975 0.224
```

Computed properties:
energy above the lowest of the compared OMol25 structures with the same formula, charge and spin	132.50	kJ/mol
total charge	-1
multiplicity	1